C47H58Cl3CuGeN3O5S2SbSi | ωB97M-V/def2-TZVPD

Values from the calculation:
Kohn-Sham gap = 7.596 eV

Cartesian coordinates (Å):
Cu: -0.6367 -0.1810 0.0308
O: -0.3227 -0.8360 2.1825
H: 0.5492 -0.4160 2.1611
H: 0.2409 -2.5268 1.2191
Cl: -4.5632 -0.7757 -0.8194
Ge: -3.1619 -2.4735 -0.0789
Cl: -4.6572 -3.3903 1.3201
Cl: -3.4750 -3.8158 -1.9050
C: -5.2504 0.6177 4.0192
C: -4.5383 0.3578 5.1846
C: -3.2332 -0.1017 5.1103
C: -2.6101 -0.2908 3.8722
C: -3.3386 -0.0142 2.7131
C: -4.6535 0.4283 2.7816
Si: -0.8974 -0.9866 3.7894
C: -0.8620 -2.7864 4.2308
C: -1.3821 -3.7295 3.3405
C: -1.4156 -5.0761 3.6702
C: -0.9348 -5.5002 4.9028
C: -0.4309 -4.5750 5.8074
C: -0.3968 -3.2275 5.4737
C: 0.3588 0.0444 4.7012
C: 1.6433 -0.4483 4.9611
C: 2.6357 0.3822 5.4666
C: 2.3589 1.7203 5.7186
C: 1.0849 2.2223 5.4816
C: 0.0933 1.3893 4.9785
H: -6.2777 0.9585 4.0757
H: -5.0056 0.5032 6.1513
H: -2.6932 -0.3255 6.0270
H: -2.8827 -0.1545 1.7385
H: -5.2043 0.5994 1.8640
H: -1.8037 -3.4143 2.3891
H: -1.8316 -5.7890 2.9684
H: -0.9634 -6.5508 5.1625
H: -0.0702 -4.9022 6.7755
H: -0.0058 -2.5099 6.1900
H: 1.8706 -1.4938 4.7698
H: 3.6262 -0.0130 5.6595
H: 3.1360 2.3713 6.1009
H: 0.8633 3.2631 5.6873
H: -0.9029 1.7856 4.7983
C: -2.1483 3.3830 2.1348
C: -1.5787 3.6956 0.7475
C: -1.2764 5.1866 0.6270
Sb: 0.0996 2.3446 0.4405
C: 1.5843 3.4010 1.6329
C: 2.2241 4.5974 0.9331
C: 2.6282 2.3924 2.1208
C: 0.7312 2.6614 -1.6268
C: 2.1526 2.1261 -1.8103
C: 0.5430 4.0618 -2.2017
H: -3.0742 3.9434 2.3038
H: -1.4372 3.6733 2.9175
H: -2.3807 2.3249 2.2605
H: -2.3112 3.4001 -0.0106
H: -0.5924 5.5069 1.4181
H: -2.2030 5.7566 0.7519
H: -0.8418 5.4635 -0.3328
H: 1.0077 3.7510 2.4939
H: 2.8494 4.2822 0.0965
H: 2.8685 5.1333 1.6386
H: 1.4825 5.3032 0.5594
H: 3.1589 1.9292 1.2824
H: 2.1714 1.5968 2.7180
H: 3.3747 2.8887 2.7520
H: 0.0630 1.9835 -2.1555
H: 2.8967 2.7627 -1.3246
H: 2.4007 2.0837 -2.8772
H: 2.2549 1.1118 -1.4091
H: 1.1460 4.8059 -1.6776
H: -0.5020 4.3730 -2.1596
H: 0.8454 4.0731 -3.2554
S: -3.2902 -1.0082 -5.9217
C: -2.4487 -0.7262 -4.3734
C: -1.5749 -1.6765 -3.8697
C: -1.0425 -1.4817 -2.6118
N: -1.3190 -0.4108 -1.8611
C: -2.1477 0.5118 -2.3639
C: -2.7189 0.4031 -3.6161
C: -4.6033 -2.0203 -5.2332
C: -4.5723 -3.3954 -5.3962
C: -5.5988 -4.1423 -4.8319
N: -6.6062 -3.6073 -4.1460
C: -6.6115 -2.2839 -3.9890
C: -5.6406 -1.4446 -4.5169
H: -1.3644 -2.5826 -4.4204
H: -0.4047 -2.2335 -2.1620
H: -2.3897 1.3479 -1.7191
H: -3.4020 1.1618 -3.9712
H: -3.7689 -3.8735 -5.9410
H: -5.6052 -5.2232 -4.9298
H: -7.4345 -1.8724 -3.4133
H: -5.6913 -0.3748 -4.3627
C: 3.8890 2.2638 -6.0175
C: 4.4185 1.1507 -5.1510
C: 4.5185 -0.1498 -5.6497
C: 5.0303 -1.1732 -4.8727
C: 5.4451 -0.8892 -3.5769
C: 5.3580 0.3937 -3.0563
C: 4.8435 1.4076 -3.8508
S: 6.0390 -2.1975 -2.5605
O: 6.6138 -1.6111 -1.3834
O: 6.7863 -3.1348 -3.3441
N: 4.6181 -2.9700 -2.1870
C: 3.7915 -2.3131 -1.1665
C: 2.4878 -3.0738 -1.0156
C: 1.5309 -2.3167 -0.1422
O: 0.8283 -3.0832 0.6676
O: 1.4165 -1.1001 -0.2148
H: 3.1515 1.8939 -6.7302
H: 4.7036 2.7160 -6.5891
H: 3.4316 3.0501 -5.4157
H: 4.1886 -0.3579 -6.6614
H: 5.1167 -2.1844 -5.2528
H: 5.7036 0.5825 -2.0467
H: 4.7688 2.4142 -3.4543
H: 4.8272 -3.9475 -1.9948
H: 3.5710 -1.3042 -1.5174
H: 4.3081 -2.2246 -0.2086
H: 2.6348 -4.0766 -0.6165
H: 2.0185 -3.1682 -2.0000

Forces on the atoms, in the same order (eV/Å):
Cu 0.00 0.25 0.04
O -0.08 -0.41 -0.07
H -0.10 0.03 0.07
H -0.17 0.10 0.05
Cl 0.07 -0.01 0.12
Ge -0.15 0.08 -0.14
Cl 0.07 -0.07 0.02
Cl 0.07 0.05 0.17
C 0.00 0.01 -0.06
C -0.01 0.01 0.04
C 0.07 -0.04 0.01
C -0.07 0.08 -0.18
C -0.01 -0.03 0.10
C 0.03 -0.03 -0.03
Si 0.11 0.08 -0.25
C 0.09 0.00 0.15
C -0.05 -0.02 -0.01
C 0.01 -0.02 -0.01
C -0.01 0.06 -0.02
C -0.01 0.01 0.02
C 0.02 0.00 -0.03
C -0.01 0.01 0.20
C 0.01 0.06 0.00
C 0.00 0.01 -0.02
C -0.06 -0.02 0.00
C 0.02 -0.02 -0.01
C 0.01 0.01 0.00
H 0.04 -0.01 0.01
H 0.01 -0.01 -0.03
H -0.04 0.03 -0.02
H -0.03 -0.02 -0.03
H 0.02 -0.01 0.04
H 0.04 -0.02 0.04
H 0.01 0.03 0.03
H 0.00 0.01 0.00
H -0.01 0.01 -0.04
H -0.01 -0.07 -0.03
H 0.00 0.06 -0.01
H -0.04 0.02 0.00
H -0.03 -0.02 0.01
H 0.01 -0.03 0.01
H 0.08 -0.02 0.00
C -0.01 0.02 -0.09
C 0.10 -0.07 0.06
C -0.04 -0.05 0.02
Sb -0.20 0.21 -0.25
C 0.05 -0.30 -0.11
C -0.02 -0.04 0.11
C 0.00 0.09 0.03
C 0.09 0.18 0.24
C -0.11 -0.03 -0.05
C 0.06 -0.10 -0.03
H 0.08 0.00 0.01
H -0.06 -0.02 -0.03
H 0.00 0.03 0.02
H 0.01 0.03 0.00
H -0.03 -0.01 -0.04
H 0.04 0.01 0.01
H -0.02 0.00 0.05
H -0.03 0.01 0.00
H -0.02 0.03 0.03
H 0.00 -0.02 -0.04
H 0.06 -0.01 0.00
H -0.02 0.02 0.04
H 0.04 0.05 -0.04
H -0.04 -0.05 -0.04
H -0.09 -0.07 -0.05
H -0.02 -0.05 -0.03
H -0.03 0.00 0.10
H 0.01 0.07 -0.03
H -0.03 -0.02 -0.04
H 0.04 0.01 -0.02
H 0.00 0.01 0.04
S -0.08 -0.02 0.08
C -0.05 0.02 -0.09
C -0.03 -0.02 0.03
C 0.07 0.01 0.08
N -0.05 0.14 -0.01
C 0.08 -0.03 -0.04
C 0.03 0.02 0.02
C 0.11 0.03 -0.07
C -0.07 -0.01 0.01
C -0.08 0.09 0.05
N 0.08 0.06 -0.05
C 0.02 -0.13 -0.02
C 0.00 -0.06 0.01
H 0.01 0.02 0.03
H -0.02 0.03 -0.03
H 0.04 -0.01 -0.02
H 0.00 -0.02 0.01
H -0.02 0.00 0.02
H 0.00 0.05 -0.01
H 0.06 -0.02 -0.02
H 0.00 -0.03 0.01
C 0.06 -0.06 0.03
C -0.02 0.05 -0.03
C 0.00 0.01 -0.01
C 0.01 0.01 0.06
C -0.04 0.06 0.02
C 0.06 -0.06 -0.03
C 0.05 0.01 -0.05
S -0.09 -0.05 -0.04
O 0.00 0.05 0.05
O -0.02 -0.03 -0.02
N 0.06 0.00 0.22
C 0.11 -0.04 -0.23
C -0.02 -0.08 -0.03
C 0.10 0.17 -0.17
O 0.07 0.03 0.02
O -0.11 -0.33 0.20
H 0.01 0.02 0.03
H -0.04 0.00 0.01
H 0.00 -0.02 -0.02
H 0.02 0.00 0.03
H -0.02 0.07 0.00
H -0.04 0.00 -0.06
H 0.03 -0.05 -0.02
H -0.01 0.10 -0.04
H 0.02 0.01 0.01
H 0.05 -0.03 0.03
H 0.00 -0.01 0.00
H -0.01 -0.04 0.03

C6H10O | ωB97M-V/def2-TZVPD

Values from the calculation:
Kohn-Sham gap = 7.666 eV

Cartesian coordinates (Å):
O: -1.7194 1.3348 -0.3583
C: -1.0406 0.4789 0.3990
C: 0.3956 0.7987 0.6925
C: 1.3683 -0.1185 -0.0702
C: 1.1320 -0.1782 -1.5742
C: -0.9572 -1.5747 1.5890
C: -1.6934 -0.6616 0.8272
H: -1.1599 2.0856 -0.6059
H: 0.1144 -0.5172 -1.8102
H: 0.5545 0.6685 1.7667
H: 0.5886 1.8523 0.4391
H: 1.2531 -1.1141 0.3655
H: 2.3863 0.2330 0.1341
H: 1.2821 0.7987 -2.0488
H: 1.8260 -0.8765 -2.0530
H: -1.5914 -2.4618 1.7891
H: -2.7389 -0.7480 0.5184

Forces on the atoms, in the same order (eV/Å):
O 0.14 0.06 0.00
C 0.11 -0.03 0.05
C -0.05 0.05 -0.01
C 0.08 -0.10 0.03
C -0.07 0.06 -0.15
C -0.22 0.02 -0.03
C 0.00 -0.07 0.11
H -0.07 -0.14 0.04
H 0.18 0.05 0.06
H -0.02 -0.03 -0.18
H -0.05 -0.12 0.01
H 0.07 0.13 -0.02
H -0.11 -0.08 -0.01
H -0.05 -0.06 0.04
H -0.10 0.09 0.11
H 0.08 0.19 -0.05
H 0.07 -0.03 -0.02

C27H49N9O3PS | ωB97M-V/def2-TZVPD

Values from the calculation:
charge = +1
Kohn-Sham gap = 4.745 eV

Cartesian coordinates (Å):
C: 5.3664 -2.7072 3.6689
C: 5.8399 -1.8574 2.3117
C: 5.2112 -2.6093 0.9952
N: 4.5989 -1.6348 -0.0324
C: 3.1349 -1.5359 0.3429
N: 2.3988 -0.3469 0.9894
C: 3.0442 0.9787 1.3280
C: 2.1340 2.3014 0.9967
C: 2.0382 3.3566 2.2909
O: 3.0102 3.4266 3.2414
N: 0.8118 4.2391 2.3857
C: 0.0548 4.0510 3.6852
C: -0.9076 5.2669 4.2358
C: -1.8151 5.1571 5.6176
C: -1.7433 3.7588 6.4897
C: -0.7523 2.5261 6.0002
C: 0.1294 2.6750 4.6149
C: 0.9914 -0.8758 1.1566
C: -0.2687 -0.0811 1.8413
N: -0.6422 -0.8509 3.1220
C: 0.7678 -2.4036 0.5773
C: -0.5523 -3.3769 0.5361
C: -1.9514 -2.6127 0.1050
C: -2.9036 -2.4636 1.4319
O: -4.3236 -2.7858 1.2212
C: -4.9894 -2.2385 2.4499
N: 2.1927 -2.7271 0.0804
N: 2.6147 -3.9032 -0.5268
C: 2.4238 -4.9997 0.2872
S: 1.8274 -6.0427 1.5381
H: 4.1993 -2.8187 3.7466
H: 5.8376 -3.7996 3.6652
H: 5.7515 -2.2051 4.6714
H: 5.4665 -0.7597 2.4791
H: 7.0095 -1.9723 2.2546
H: 4.4179 -3.3809 1.3846
H: 6.0838 -3.1590 0.4029
H: 5.1233 -0.7472 0.1365
H: 4.0201 1.0675 0.6461
H: 3.4620 0.9810 2.4456
H: 2.6395 2.9482 0.1300
H: 1.0588 2.0336 0.5969
H: 1.0137 5.2428 2.1774
H: -1.0174 6.2865 3.6285
H: -2.5361 6.0129 6.0058
H: -2.3535 3.5779 7.4848
H: -0.6803 1.5247 6.6095
H: 0.8086 1.7840 4.2531
H: -1.1980 0.0042 1.1040
H: -0.0338 1.0136 2.1928
H: -0.1008 -1.7493 3.1666
H: -0.3299 -0.3005 3.9724
H: -0.6834 -3.9725 1.5620
H: -0.3937 -4.2314 -0.2822
H: -2.5225 -3.2092 -0.7527
H: -1.6326 -1.5695 -0.3517
H: -2.5042 -3.0511 2.3636
H: -2.8694 -1.3095 1.7350
H: -4.1973 -2.0728 3.3271
H: -5.7366 -3.0552 2.8349
H: -5.4823 -1.1963 2.2390
O: -0.9065 2.3141 -3.2282
P: -1.8511 1.2544 -3.8467
N: -0.5800 0.1578 -4.0803
C: -0.1099 -0.4743 -5.2939
C: 0.0323 -0.4250 -2.8926
N: -2.1009 2.2229 -5.2488
C: -1.2621 2.1390 -6.4345
C: -2.3492 3.6475 -4.9776
N: -2.9369 0.0363 -4.5576
C: -3.1468 -1.2031 -3.8204
C: -3.7687 0.1423 -5.7416
H: -0.9233 -0.8642 -5.9107
H: 0.5425 -1.3336 -5.0969
H: 0.4899 0.2202 -5.8881
H: -0.4650 -1.3619 -2.6225
H: -0.0379 0.2463 -2.0315
H: 1.0993 -0.6275 -3.0398
H: -0.2268 2.3961 -6.2205
H: -1.6271 2.8084 -7.2257
H: -1.3124 1.1449 -6.8872
H: -1.4148 4.1973 -4.7965
H: -2.9933 3.7713 -4.1017
H: -2.8626 4.1259 -5.8190
H: -2.4582 -1.9815 -4.1650
H: -4.1660 -1.5936 -3.9221
H: -2.9864 -1.0461 -2.7500
H: -3.2185 -0.1740 -6.6305
H: -4.1585 1.1515 -5.9000
H: -4.6623 -0.4929 -5.6815

Forces on the atoms, in the same order (eV/Å):
C 0.52 -0.32 0.34
C -0.19 -1.49 1.14
C 1.33 -0.71 0.39
N -3.17 -0.37 2.70
C -1.26 0.26 -0.08
N -1.34 -6.56 -2.33
C 1.77 1.12 0.07
C -0.27 1.03 0.02
C 4.22 0.27 4.39
O -6.16 -0.86 -6.45
N 0.43 -1.48 1.91
C -2.22 0.18 3.88
C -0.33 -2.31 1.79
C 2.47 -4.09 -0.97
C 2.46 0.05 -3.19
C -0.32 3.73 -2.74
C -2.28 2.65 0.90
C -0.75 -2.67 -1.60
C 0.49 0.01 0.50
N 1.40 0.53 -0.04
C 3.13 4.64 1.29
C 0.34 -0.91 -0.74
C 0.05 -0.11 0.13
C 0.22 1.87 -0.09
O 1.40 1.23 2.10
C 0.02 -0.35 0.85
N -0.60 5.58 2.72
N -0.41 -5.37 3.56
C -1.95 2.65 1.24
S 2.47 3.38 -4.82
H 2.22 0.32 -0.29
H -1.06 2.33 -0.16
H -0.81 -0.89 -2.25
H 0.89 -1.97 -0.70
H -2.37 0.77 0.13
H 1.58 1.50 -1.08
H -2.00 0.98 1.43
H -1.14 -0.62 -0.41
H -2.26 -0.40 1.47
H -1.31 0.02 -2.35
H -1.02 -1.50 1.91
H 2.21 0.59 0.98
H -0.11 -1.22 0.44
H 0.42 -2.58 1.36
H 1.86 -1.92 -1.16
H 1.38 0.64 -2.37
H -0.16 2.29 -1.34
H -1.39 2.03 0.92
H 2.16 -0.46 1.48
H -0.16 -2.13 -1.01
H -0.75 1.22 -0.18
H -0.55 -0.77 -1.47
H 0.42 1.56 -2.14
H 0.16 1.99 1.77
H 1.35 1.13 2.00
H -0.92 -2.10 0.99
H -0.56 0.86 -1.87
H 0.10 -2.45 -0.50
H -1.67 -0.41 -1.93
H 1.21 1.81 -0.94
H 0.80 -2.13 0.24
O -2.77 -0.58 3.58
P 4.04 0.91 -6.40
N 1.36 -1.70 1.28
C -0.38 -0.36 -0.37
C 0.14 0.52 0.12
N -1.18 1.18 -0.97
C -0.51 -0.73 -0.23
C 0.05 -0.07 0.39
N -0.78 0.55 1.82
C 0.13 -0.20 0.38
C -1.24 0.59 0.01
H -0.06 0.10 -0.13
H -0.22 0.14 0.31
H -0.11 -0.03 -0.06
H 0.10 -0.29 0.09
H -0.11 0.10 -0.12
H -0.09 0.01 -0.07
H 0.35 0.06 -0.01
H -0.05 0.07 0.40
H 0.18 0.06 0.15
H -0.13 -0.03 0.07
H 0.16 0.00 -0.07
H 0.04 -0.29 -0.06
H 0.03 -0.05 -0.04
H 0.14 0.24 -0.05
H 0.10 -0.13 -0.11
H 0.20 0.12 0.01
H 0.42 -0.16 -0.03
H 0.25 -0.08 0.24

Number 1: total energy -8790.5535 hartree. Number 2: total energy -309.7256 hartree. Number 3: total energy -2515.1019 hartree.